DFT (wB97M-V/def2-TZVPD) results for a structure of composition CH2ClN2O2.

## Properties
F_max in Eh/bohr: 0.0917
Highest occupied orbital energy in eV: -3.995
Lowest unoccupied orbital energy in eV: 3.71
E in a.u.: -759.35855

The geometry in ORCA input format:
```
! RIJCOSX wB97M-V def2-TZVPD def2/J DEFGRID3
* xyz -1 1
Cl 2.478 -0.061 -0.557
O -1.817 -1.816 0.611
O -1.769 0.230 -0.270
N -0.008 -0.738 0.584
N -1.236 -0.774 0.266
C 0.960 0.742 -0.216
H 0.294 0.878 -1.075
H 1.098 1.539 0.656
*
```

Atomic partial charges in e from the Löwdin method, atoms 1 to 6: 0.428 -0.118 -0.145 0.016 -0.674 -0.583

DFT (wB97M-V/def2-TZVPD) results for a cluster of 2 separate species, CH2ClN2O2 in total.

## Properties
F_max in Eh/bohr: 0.0593
Highest occupied orbital energy (spin up / spin down) in eV: -3.859 / -3.762
Lowest unoccupied orbital energy (spin up / spin down) in eV: 3.61 / 3.61
E in a.u.: -759.31352

The geometry in ORCA input format:
```
! RIJCOSX wB97M-V def2-TZVPD def2/J DEFGRID3
* xyz -1 1
Cl 1.257 0.354 2.563
O -0.575 1.157 -2.421
O -1.493 -0.454 -1.231
N -0.651 0.433 -1.398
N 0.298 0.775 -0.649
C 0.524 -0.504 1.221
H 1.208 -1.285 0.865
H -0.566 -0.476 1.049
*
```

Atomic partial charges in e from the Löwdin method, atoms 1 to 6: 0.407 -0.129 -0.097 -0.708 0.096 -0.560

DFT (wB97M-V/def2-TZVPD) results for a structure of composition CH2ClN2O3S.

## Properties
F_max in Eh/bohr: 0.0821
Highest occupied orbital energy in eV: -6.058
Lowest unoccupied orbital energy in eV: 3.57
E in a.u.: -1232.97930

The geometry in ORCA input format:
```
! RIJCOSX wB97M-V def2-TZVPD def2/J DEFGRID3
* xyz -1 1
Cl 1.634 1.728 3.304
S 0.858 0.798 1.576
O 1.557 1.519 0.545
O 1.250 -0.589 1.648
O -0.500 1.122 1.805
N -0.015 -0.262 -0.586
N 0.070 0.437 -2.923
C 0.034 0.145 -1.809
H 0.733 -0.036 0.065
H -0.898 -0.330 -0.169
*
```

Atomic partial charges in e from the Löwdin method, atoms 1 to 6: 0.219 0.071 -0.367 -0.353 -0.374 0.078